Record 1
Density functional theory data (ωB97M-V/def2-TZVPD) for a 10-piece molecular cluster, C34H68O14 overall at a distorted geometry.

Summary:
- Total energy: -65009.229 eV
- HOMO-LUMO gap: 9.64 eV
- SMILES: CCOC(C)=O.CCOC(C)=O.CCOC(C)=O.CCOC(C)=O.CC(C)=O.CC(C)=O.CC(C)=O.CC(C)=O.CC(C)=O.CC(C)=O
- Energy relative to the best compared isomer or geometry (same formula, charge and spin): 2.587 eV

Element x y z (Å)
C: -3.598059 -2.529751 2.840139
C: -2.711011 -1.580548 3.652556
O: -3.158166 -0.319395 3.812550
C: -2.661213 0.533765 4.701142
C: -3.630701 1.754335 4.909264
O: -1.637424 0.415319 5.348101
H: -3.607791 -2.478867 1.756957
H: -4.401486 -2.264381 3.383303
H: -3.119501 -3.433214 3.058501
H: -2.693028 -1.773443 4.777134
H: -1.671959 -1.659138 3.145209
H: -3.934254 1.416034 5.761472
H: -4.508344 1.884855 4.027261
H: -3.137692 2.743086 4.884723
C: 1.251206 -2.271925 -6.433188
C: 2.263674 -1.970207 -5.256108
O: 2.163355 -3.025988 -4.365542
C: 3.089727 -3.060211 -3.394976
C: 3.056119 -4.335769 -2.562897
O: 3.855507 -2.081202 -2.977217
H: 1.334601 -3.124585 -7.030219
H: 1.363162 -1.439253 -7.037068
H: 0.423196 -2.681156 -6.162292
H: 3.350415 -1.766579 -5.600505
H: 2.130872 -0.870691 -4.830007
H: 3.087808 -5.220973 -3.266481
H: 2.277880 -4.201994 -1.940831
H: 3.904303 -4.371188 -1.871183
C: 2.218435 0.588832 -2.223442
C: 2.111657 -0.036073 -0.756759
O: 0.791680 0.369496 -0.205919
C: 0.384217 -0.058057 0.959152
C: -0.772770 0.822736 1.350061
O: 0.964641 -0.833127 1.646021
H: 1.579610 0.204237 -3.024924
H: 3.340385 0.206460 -2.407324
H: 2.094914 1.600037 -2.080326
H: 2.260596 -1.301874 -0.793764
H: 2.768353 0.302458 -0.210201
H: -1.792463 0.402342 1.028895
H: -0.579623 1.875183 1.302710
H: -0.771466 0.781401 2.418452
C: -5.464623 2.100486 0.998140
C: -5.322011 0.554451 0.845398
O: -6.426440 -0.040895 1.572419
C: -6.715459 -1.378694 1.294432
C: -7.677112 -1.965423 2.228199
O: -6.114011 -2.063612 0.421724
H: -6.266934 2.655474 0.438881
H: -4.475267 2.450256 0.406657
H: -5.358830 2.618185 1.969709
H: -5.465473 0.475007 -0.262560
H: -4.217592 0.270682 1.253332
H: -8.613347 -1.431451 2.031198
H: -7.244727 -1.667365 3.286028
H: -7.743257 -3.112108 2.207172
C: 2.122257 -4.177480 2.627486
C: 3.346366 -3.854724 1.883573
C: 4.106973 -2.565862 2.205367
O: 3.702565 -4.654047 0.927401
H: 1.368234 -3.492774 2.444124
H: 2.355254 -4.381517 3.777106
H: 2.088913 -5.149163 2.248380
H: 5.228345 -2.703993 1.930096
H: 4.149202 -2.440283 3.261388
H: 3.712145 -1.577611 1.737930
C: 1.523563 3.100935 3.319387
C: 2.939261 2.802646 3.674096
C: 3.479461 1.565344 3.178050
O: 3.580522 3.775938 4.396769
H: 1.472721 3.375875 2.261705
H: 1.088319 3.928002 3.889788
H: 1.024791 2.190423 3.551947
H: 4.381855 1.246795 3.476429
H: 3.412016 1.440462 2.058353
H: 2.781492 0.840570 3.644719
C: -1.968514 4.628421 2.433736
C: -1.332758 5.069706 1.118233
C: -2.314204 5.658805 0.031114
O: -0.037946 5.033487 0.963471
H: -2.423497 5.325134 2.831497
H: -1.122004 4.293160 3.156801
H: -2.412174 3.626125 2.252521
H: -2.435429 6.768195 0.211300
H: -3.274183 5.139267 0.172461
H: -2.398313 5.552055 -1.089827
C: -0.589068 -3.268338 0.116055
C: -1.349668 -2.395811 -0.752935
C: -1.127992 -2.358712 -2.213991
O: -2.407116 -1.643822 -0.312332
H: -0.943674 -3.084875 1.093409
H: 0.425225 -2.864363 0.112607
H: -0.376703 -4.332256 -0.265265
H: -1.659802 -1.653413 -3.044938
H: -0.858746 -3.272290 -2.735041
H: -0.391687 -1.695269 -2.425689
C: 7.953480 1.482883 -2.619784
C: 7.021225 1.565257 -3.812961
C: 5.897017 0.709797 -3.795865
O: 7.341416 2.317114 -4.798962
H: 8.130768 0.327129 -2.300554
H: 7.495527 2.274437 -1.992707
H: 8.857254 1.916238 -3.123067
H: 5.130740 0.819317 -4.610743
H: 5.234582 0.796261 -2.932218
H: 5.990333 -0.339029 -3.712940
C: -0.749795 2.611232 -4.147033
C: -1.395678 1.248584 -3.711094
C: -2.218750 1.129152 -2.548905
O: -1.079592 0.178481 -4.379030
H: -0.034500 2.488082 -4.835426
H: -0.335648 3.131371 -3.209176
H: -1.590876 3.501269 -4.290330
H: -1.622643 1.127064 -1.637872
H: -2.609043 0.368271 -2.305418
H: -2.856097 1.876373 -2.406347

Forces on atoms 1 to 6 (eV/Å):
2.7 1.7 -0.2
4.1 -2.5 0.6
-1.9 3.7 -1.6
0.7 1.8 -0.1
0.9 1.2 -8.0
-1.2 -0.4 -0.9

Record 2
Density functional theory data (ωB97M-V/def2-TZVPD) for a 9-piece molecular cluster, C34H70O9 overall at a distorted geometry.

Summary:
- Total energy: -54812.105 eV
- HOMO-LUMO gap (spin up / spin down): 1.74 / 9.43 eV
- Multiplicity: 2
- Total charge: -1
- Energy relative to the best compared isomer or geometry (same formula, charge and spin): 0.724 eV

Element x y z (Å)
C: 1.626191 5.059585 2.920794
C: 3.038684 5.356552 2.594507
C: 3.819039 4.141729 3.223965
O: 2.864350 3.038554 3.324621
C: 1.633648 3.530861 2.742579
H: 0.858097 5.540229 2.314903
H: 1.392922 5.272561 3.964028
H: 3.350144 6.260677 3.117626
H: 3.301669 5.488470 1.544966
H: 4.039886 4.209116 4.289231
H: 4.638117 3.890421 2.550137
H: 0.764452 3.043651 3.184420
H: 1.703146 3.324078 1.674621
C: 2.468777 3.652760 -2.611882
C: 3.605331 4.673336 -2.607930
C: 2.902540 6.066598 -2.508445
O: 1.754346 5.713533 -1.804274
C: 1.292858 4.363576 -1.876100
H: 2.726069 2.712027 -2.125125
H: 2.113711 3.569453 -3.639057
H: 4.198503 4.532935 -3.511543
H: 4.231726 4.516509 -1.729791
H: 2.662719 6.457121 -3.497429
H: 3.531010 6.763702 -1.954227
H: 0.350669 4.266635 -2.415531
H: 1.437997 3.972830 -0.868950
C: -0.050097 -5.855127 1.467876
C: 1.086738 -4.925875 1.892127
C: 1.771454 -5.802387 2.906077
O: 1.760606 -7.096724 2.244434
C: 0.462770 -7.307202 1.683742
H: -0.334013 -5.693239 0.428028
H: -0.879987 -5.676183 2.151516
H: 0.692039 -3.954635 2.190469
H: 1.731990 -4.607636 1.073309
H: 1.375826 -5.912904 3.915719
H: 2.741982 -5.372861 3.154443
H: -0.175016 -7.845856 2.384575
H: 0.694630 -7.845851 0.764936
C: -0.803361 -4.033387 -6.059711
C: 0.497458 -3.457497 -5.496839
C: 0.807561 -2.353001 -6.520049
O: -0.432092 -2.302385 -7.292711
C: -1.486842 -2.916340 -6.716993
H: -1.406706 -4.373341 -5.217991
H: -0.532355 -4.801724 -6.783809
H: 1.291475 -4.194274 -5.375214
H: 0.249013 -3.097242 -4.498543
H: 1.681787 -2.384351 -7.170318
H: 0.763446 -1.337371 -6.126777
H: -2.154151 -3.289629 -7.493818
H: -2.000737 -2.277276 -5.998929
C: 1.507257 -0.160620 -1.505806
C: 0.966681 -1.536532 -1.227023
C: 0.289293 -1.301376 0.129539
O: -0.183931 0.068701 0.109638
C: 0.520230 0.860153 -0.829482
H: 1.667241 0.083519 -2.556002
H: 2.443651 0.108566 -1.017135
H: 1.589435 -2.429989 -1.182018
H: 0.269895 -1.817043 -2.016898
H: 1.008887 -1.394496 0.942939
H: -0.430423 -2.066591 0.420307
H: 0.932810 1.769164 -0.391781
H: -0.265250 1.098480 -1.546650
C: -2.670674 -2.383196 -2.754479
C: -4.161907 -2.893715 -2.754666
C: -3.921761 -4.333369 -3.139675
O: -2.576250 -4.635564 -2.908678
C: -1.941870 -3.544027 -2.231276
H: -2.514443 -1.459135 -2.197878
H: -2.394447 -2.086207 -3.766210
H: -4.835496 -2.390360 -3.448217
H: -4.722513 -2.822901 -1.822575
H: -3.971384 -4.420307 -4.225071
H: -4.610063 -4.849121 -2.470100
H: -0.901766 -3.515179 -2.555992
H: -2.084214 -3.659241 -1.156768
C: -2.295952 1.411960 4.987480
C: -1.696778 1.090688 3.726698
C: -1.923635 -0.442591 3.379658
O: -2.168550 -1.003614 4.638428
C: -2.773200 0.055801 5.447370
H: -2.979728 2.259663 5.031733
H: -1.587906 1.650653 5.781083
H: -0.650238 1.387738 3.658592
H: -2.022887 1.636030 2.841053
H: -1.042206 -0.911825 2.942610
H: -2.834903 -0.641883 2.815762
H: -2.618321 -0.145126 6.507438
H: -3.861061 0.123554 5.438618
C: -3.198065 4.496482 1.030945
C: -3.419273 4.263398 -0.410845
C: -2.071206 3.640484 -0.901900
O: -1.147545 3.963778 0.157031
C: -1.743416 4.807916 1.178372
H: -3.299797 3.538030 1.539979
H: -3.782384 5.274272 1.522584
H: -3.578394 5.198030 -0.948663
H: -4.311134 3.711432 -0.707538
H: -1.836003 4.158845 -1.831457
H: -2.229522 2.566377 -0.998525
H: -1.528981 5.876130 1.145921
H: -1.374090 4.567919 2.175423
C: 3.068818 -1.848931 3.462694
C: 1.804593 -1.077980 3.880941
O: 0.870643 -1.944968 4.468495
H: 3.754579 -1.436063 2.722843
H: 2.701739 -2.712161 2.907551
H: 3.599604 -2.151346 4.365418
H: 1.418457 -0.486082 3.051094
H: 2.057761 -0.357004 4.658246
H: 0.029970 -1.512421 4.635161

Forces on atoms 1 to 6 (eV/Å):
-1.0 -1.4 0.1
1.8 0.4 1.3
-1.5 -0.3 -0.2
-0.7 0.9 -0.7
0.3 0.0 -0.2
0.2 0.0 -0.2